Entry from the Open Molecules 2025 dataset: C15H13CsN2O3 as an isolated structure (ωB97M-V/def2-TZVPD).

Last column: Mulliken charge in e.
Geometry (Å):
Cs  1.683  0.987  1.187  0.988
O  -0.177  3.347  0.118  -0.752
O  2.075  -0.596  -0.848  -0.955
O  2.989  1.006  3.299  -0.848
N  -0.246  -0.864  -0.484  -0.509
N  -0.458  0.525  -0.450  -0.079
C  -3.800  3.767  -1.887  -0.674
C  1.152  -2.760  -0.600  0.312
C  -1.968  2.321  -1.114  0.918
C  -3.160  4.858  -1.272  -0.201
C  -1.277  3.439  -0.484  0.113
C  2.605  -4.654  -0.189  -0.428
C  2.633  1.236  4.606  -0.561
C  1.568  -5.532  -0.482  -0.328
C  0.117  -3.646  -0.893  -0.278
C  1.005  -1.239  -0.655  0.329
C  -1.471  0.932  -1.095  -0.763
C  2.396  -3.281  -0.260  -0.434
C  -1.967  4.707  -0.606  -0.676
C  -3.174  2.531  -1.782  -0.396
C  0.325  -5.020  -0.839  -0.497
H  2.998  0.481  5.340  0.162
H  3.579  -5.037  0.096  0.345
H  -1.474  5.550  -0.133  0.331
H  -2.049  0.204  -1.681  0.228
H  1.727  -6.604  -0.431  0.339
H  2.984  2.206  5.025  0.163
H  1.529  1.255  4.773  0.123
H  -0.491  -5.695  -1.073  0.335
H  3.193  -2.575  -0.062  0.425
H  -0.850  -3.232  -1.146  0.402
H  -4.739  3.878  -2.414  0.350
H  -3.614  5.845  -1.323  0.298
H  -3.640  1.659  -2.240  0.219

Summary:
charge = -2

---

Entry from the Open Molecules 2025 dataset: a 2-piece molecular cluster, C3H5ClS overall (ωB97M-V/def2-TZVPD).

Last column: natural (NBO) charge in e.
Geometry (Å):
Cl  -1.794  1.874  0.262  -0.286
S  0.868  0.766  1.651  0.008
C  0.181  -0.298  0.172  -0.052
C  -0.006  -0.772  1.401  -0.268
C  0.550  -0.328  -1.217  -0.692
H  -1.301  0.691  0.142  0.253
H  0.768  0.751  -1.446  0.260
H  -0.177  -0.695  -1.932  0.252
H  -0.675  -1.156  2.186  0.267
H  1.585  -0.833  -1.219  0.257

Summary:
SMILES string = CC1=CS1.Cl

---

| no. | HOMO level (Eh) |
| --- | --- |
| 1 | -0.03224 |
| 2 | -0.29060 |